#A
The following is a quantum chemistry calculation of a 2-piece molecular cluster, C3H8N3 overall, from the Open Molecules 2025 dataset.

Highest occupied orbital energy   -14.139 eV
Net charge   +1

Positions of all 14 atoms, in Å:
C -2.00695 0.50269 -0.43986
C -1.59504 -0.81993 0.06649
C 1.73376 0.73718 -0.31967
N 3.10622 -0.99710 0.53240
N 2.60395 -0.07916 0.00227
N -0.89010 0.41177 0.44430
H -1.75467 0.90666 -1.46173
H -3.02065 0.96009 -0.04381
H -2.07920 -1.23737 0.97401
H -1.12329 -1.63477 -0.52521
H 0.27737 0.48385 0.01315
H 1.86623 1.79500 -0.59772
H 3.72994 -1.60208 -0.05345
H -0.84756 0.57318 1.40885

#B
The following is a quantum chemistry calculation of a 2-piece molecular cluster, C3H8N3 overall, from the Open Molecules 2025 dataset.

Highest occupied orbital energy   -13.262 eV
Net charge   +1

Positions of all 14 atoms, in Å:
C 1.27424 -2.22196 1.29889
C -0.70776 0.36530 -0.67709
C -1.36094 1.46952 0.11791
N 1.13247 -1.01951 1.01616
N 1.04138 0.11736 0.78967
N 0.00377 0.59608 -1.77795
H 1.80609 -2.83481 0.69766
H 1.33320 -2.57288 2.42341
H -0.92345 -0.65767 -0.45315
H -0.57246 2.26640 0.26341
H -1.77609 1.34824 1.07802
H -2.10658 1.82933 -0.46933
H 0.54418 1.51514 -1.87893
H 0.31195 -0.20055 -2.42868

It turns out #B is the most stable, with the second structure 1.506 eV higher.